Version i
The following is a quantum chemistry calculation of a 2-piece molecular cluster, CH6NOSi overall, from the OMol25 dataset.

Structure (ORCA input):
```
! RIJCOSX wB97M-V def2-TZVPD def2/J DEFGRID3
* xyz -1 1
C -2.459 0.578 0.562
N 2.941 0.197 -0.127
O -1.247 -1.901 -0.598
Si -1.532 -0.383 -0.603
H -2.261 1.632 0.691
H 2.863 -0.795 -0.508
H -2.409 0.061 1.492
H 1.922 0.339 0.213
H -1.317 0.208 -1.865
H 3.499 0.064 0.742
*
```

Summary:
- HOMO energy: -2.9 eV
- Frontier orbital gap: 6.772 eV

Version ii
The following is a quantum chemistry calculation of an isolated ion of composition CH6NOSi and charge -1, from the OMol25 dataset.

Structure (ORCA input):
```
! RIJCOSX wB97M-V def2-TZVPD def2/J DEFGRID3
* xyz -1 1
N -0.862 1.278 -0.190
C -0.628 -0.130 0.063
Si 1.271 -0.273 -0.100
O 2.004 1.005 0.241
H -1.831 1.538 -0.108
H -0.410 1.559 -1.052
H -1.394 -0.721 -0.411
H -0.969 -0.273 1.021
H 1.779 -1.336 0.834
H 1.599 -0.897 -1.431
*
```

Summary:
- Structure (SMILES): NC[SiH2][O-]
- HOMO energy: -3.5 eV
- Frontier orbital gap: 7.981 eV

version ii ends up most stable, edging out the next structure by 0.299 eV.

Version i
The following is a quantum chemistry calculation of H16O8Xe as an isolated structure, from the OMol25 dataset.

Structure (ORCA input):
```
! RIJCOSX wB97M-V def2-TZVPD def2/J DEFGRID3
* xyz 0 1
Xe -0.149 1.765 -4.054
O 0.128 3.383 -7.590
H -0.367 2.779 -8.144
H -0.450 4.138 -7.482
O -2.305 4.997 -4.895
H -1.736 5.314 -5.597
H -1.730 4.931 -4.133
O -0.557 -1.375 -1.811
H -0.107 -1.823 -2.528
H -1.302 -0.942 -2.229
O 3.602 1.873 -4.301
H 4.527 1.979 -4.523
H 3.147 2.502 -4.860
O 2.762 3.751 -6.194
H 2.061 3.394 -6.740
H 3.558 3.615 -6.707
O 1.987 0.337 -1.331
H 1.198 -0.127 -1.611
H 2.708 -0.233 -1.599
O 2.734 -0.718 -5.000
H 2.383 -0.310 -5.792
H 3.056 0.015 -4.475
O -0.789 5.405 -2.553
H -1.115 5.001 -1.749
H -1.015 6.331 -2.464
*
```

Summary:
- HOMO energy: -10.6 eV
- Frontier orbital gap: 10.678 eV

Version ii
The following is a quantum chemistry calculation of H16O8Xe as an isolated structure, from the OMol25 dataset.

Structure (ORCA input):
```
! RIJCOSX wB97M-V def2-TZVPD def2/J DEFGRID3
* xyz 0 1
Xe -0.133 0.822 0.705
O -0.448 1.327 -2.709
H 0.253 1.398 -3.356
H -0.461 2.180 -2.275
O -0.279 3.816 -1.358
H -0.180 4.021 -2.287
H -1.222 3.861 -1.201
O 0.993 -2.744 1.757
H 0.741 -3.511 2.272
H 1.068 -2.039 2.399
O -3.006 -2.266 1.096
H -3.619 -1.754 0.568
H -2.290 -2.475 0.497
O -0.679 -3.222 -0.414
H -0.433 -2.731 -1.198
H -0.153 -2.834 0.286
O 2.123 -0.950 3.473
H 1.564 -0.347 3.962
H 2.709 -0.381 2.973
O 1.095 4.230 1.060
H 1.131 3.354 1.445
H 0.898 4.078 0.136
O 0.430 -1.372 -2.408
H -0.089 -0.571 -2.344
H -0.010 -1.890 -3.082
*
```

Summary:
- HOMO energy: -10.6 eV
- Frontier orbital gap: 10.438 eV

version ii ends up most stable, edging out the next structure by 0.132 eV.

Version i
The following is a quantum chemistry calculation of a 2-piece molecular cluster, C4H4O overall, from the OMol25 dataset.

Structure (ORCA input):
```
! RIJCOSX wB97M-V def2-TZVPD def2/J DEFGRID3
* xyz 0 1
C 1.254 1.232 0.011
C 0.776 0.158 -0.554
C 0.183 -0.889 -0.986
C -0.892 -1.601 -0.753
O -1.758 -2.370 -0.780
H 2.065 1.120 0.709
H 0.907 2.213 -0.277
H -0.965 0.266 1.236
H -1.570 -0.130 1.394
*
```

Summary:
- Structure (SMILES): C=C=C=C=O.[H][H]
- HOMO energy: -8.8 eV
- Frontier orbital gap: 8.498 eV

Version ii
The following is a quantum chemistry calculation of a single C4H4O molecule, from the OMol25 dataset.

Structure (ORCA input):
```
! RIJCOSX wB97M-V def2-TZVPD def2/J DEFGRID3
* xyz 0 1
C -0.066 0.859 0.927
C -0.214 0.743 -0.425
C 0.034 -0.547 -0.975
C 0.287 -1.437 -0.005
O 0.671 -2.380 0.563
H 0.812 0.505 1.444
H -0.558 1.653 1.470
H -0.794 1.450 -1.007
H -0.170 -0.847 -1.992
*
```

Summary:
- Structure (SMILES): C=CC=C=O
- HOMO energy: -8.1 eV
- Frontier orbital gap: 8.452 eV

version ii ends up most stable, edging out the next structure by 1.379 eV.

Version i
The following is a quantum chemistry calculation of a single C4H4O molecule, from the OMol25 dataset.

Structure (ORCA input):
```
! RIJCOSX wB97M-V def2-TZVPD def2/J DEFGRID3
* xyz 0 1
O 1.568 0.073 0.087
C 0.443 0.353 -0.754
C -0.656 -0.598 -0.333
C -0.473 -0.496 0.988
C 0.613 0.583 0.981
H 0.725 0.703 -1.747
H -1.401 -1.089 -0.954
H -0.960 -0.921 1.858
H 0.141 1.393 -0.126
*
```

Summary:
- HOMO energy: -9.1 eV
- Frontier orbital gap: 9.248 eV

Version ii
The following is a quantum chemistry calculation of a single C4H4O molecule, from the OMol25 dataset.

Structure (ORCA input):
```
! RIJCOSX wB97M-V def2-TZVPD def2/J DEFGRID3
* xyz 0 1
C -1.383 0.119 -0.138
C -2.502 1.098 -0.083
C -0.042 -0.448 -0.424
C 1.002 0.229 0.331
O -1.068 -1.098 0.370
H 0.210 -0.912 -1.369
H 0.616 0.884 1.027
H 1.633 0.784 -0.473
H 1.532 -0.657 0.757
*
```

Summary:
- HOMO energy: -9.0 eV
- Frontier orbital gap: 7.978 eV

version i ends up most stable, edging out the next structure by 0.861 eV.

Version i
The following is a quantum chemistry calculation of an isolated ion of composition C6H8N and charge +1, from the OMol25 dataset.

Structure (ORCA input):
```
! RIJCOSX wB97M-V def2-TZVPD def2/J DEFGRID3
* xyz 1 1
C -2.044 0.460 -0.298
C -1.295 1.595 -0.592
C -3.027 -0.047 0.800
C -2.988 -0.674 -0.335
C -0.596 0.255 -0.621
C 1.920 0.661 0.134
N 0.562 -0.041 0.386
H -3.496 0.506 1.555
H -3.390 -1.494 -0.930
H -0.285 -0.266 -1.428
H 2.527 0.600 1.043
H 2.397 0.150 -0.714
H 2.051 1.626 -0.214
H 0.193 0.190 1.308
H 0.826 -1.105 0.498
*
```

Summary:
- HOMO energy: -12.9 eV
- Frontier orbital gap: 8.211 eV

Version ii
The following is a quantum chemistry calculation of an isolated ion of composition C6H8N and charge +1, from the OMol25 dataset.

Structure (ORCA input):
```
! RIJCOSX wB97M-V def2-TZVPD def2/J DEFGRID3
* xyz 1 1
C 1.928 -0.082 0.174
C 0.711 -0.176 -0.016
C 3.239 0.087 0.394
C -1.405 1.055 -0.974
C -1.198 1.127 0.488
C -0.693 -0.084 -0.117
N -1.476 -1.374 0.274
H 3.786 -0.476 1.078
H 3.948 0.625 -0.157
H -2.322 0.715 -1.334
H -1.058 1.802 -1.816
H -0.619 1.870 0.993
H -1.776 -1.365 1.265
H -0.899 -2.285 0.331
H -2.165 -1.437 -0.582
*
```

Summary:
- HOMO energy (spin up / spin down): -13.2 / -12.1 eV
- Frontier orbital gap (spin up / spin down): 8.580 / 6.856 eV

version ii ends up most stable, edging out the next structure by 1.228 eV.

Version i
The following is a quantum chemistry calculation of an isolated ion of composition C6H8N and charge +1, from the OMol25 dataset.

Structure (ORCA input):
```
! RIJCOSX wB97M-V def2-TZVPD def2/J DEFGRID3
* xyz 1 1
C 5.651 0.406 -0.312
C 4.237 0.136 -0.085
C 1.997 -0.160 0.749
C -0.619 0.958 -0.377
C 0.992 -0.895 -0.129
C -0.429 -0.435 0.167
N 3.081 0.152 0.223
H 1.869 0.220 1.762
H 0.287 1.582 -0.259
H -0.755 0.893 -1.452
H -1.449 1.372 0.212
H 1.086 -0.715 -1.212
H 1.109 -1.986 0.113
H -0.584 -0.419 1.216
H -1.117 -1.244 -0.163
*
```

Summary:
- HOMO energy (spin up / spin down): -15.1 / -15.1 eV
- Frontier orbital gap (spin up / spin down): 7.257 / 7.256 eV

Version ii
The following is a quantum chemistry calculation of an isolated ion of composition C6H8N and charge +1, from the OMol25 dataset.

Structure (ORCA input):
```
! RIJCOSX wB97M-V def2-TZVPD def2/J DEFGRID3
* xyz 1 1
C 3.206 -0.780 0.723
C 2.243 -0.184 0.235
C -0.567 1.005 0.363
C 0.587 1.566 -0.301
C -1.936 -0.708 -0.678
C -1.249 -0.219 0.621
N 1.321 0.350 -0.461
H 3.864 -1.496 1.081
H 0.235 1.902 -1.257
H 1.099 2.327 0.294
H -2.439 -1.515 -0.251
H -1.263 -1.109 -1.460
H -2.568 0.050 -1.171
H -0.585 -1.089 0.903
H -1.949 -0.101 1.359
*
```

Summary:
- HOMO energy (spin up / spin down): -13.8 / -13.5 eV
- Frontier orbital gap (spin up / spin down): 7.501 / 6.715 eV

version i ends up most stable, edging out the next structure by 0.403 eV.